Record 1
Computed, not measured: a molecular structure, C32H30F3IIrN4OP2S, with ωB97M-V/def2-TZVPD.

LUMO level (spin up / spin down) = -5.3 / -8.7 eV
HOMO level (spin up / spin down) = -13.27 / -14.33 eV
relative energy (zero: lowest compared OMol25 entry of this formula, charge and spin) = 102.79 kJ/mol
total charge = +2
spin multiplicity = 6
gap between HOMO and LUMO (spin up / spin down) = 8.009 / 5.609 eV

```
75
Properties=species:S:1:pos:R:3:mulliken_spin:R:1
Ir 0.812 0.381 1.077 2.166
I 3.933 2.600 -2.084 0.084
S 2.555 -0.186 -0.544 0.895
P -0.887 -1.307 0.202 0.379
P -1.279 1.536 0.112 0.394
F 0.748 -0.803 3.914 0.020
F 1.985 0.971 3.780 0.030
F -0.175 1.139 3.689 0.049
O 1.381 2.640 0.563 0.099
N 3.781 -2.412 -1.037 0.072
N -1.972 -0.015 -0.060 -0.010
N 4.555 -1.322 0.862 0.057
N 3.355 3.336 1.372 0.011
C -0.779 4.050 -3.032 -0.006
C 0.876 0.378 3.267 0.432
C 6.382 -2.124 2.230 -0.001
C -1.714 -2.396 1.381 0.004
C 2.725 3.944 -0.899 0.005
C -4.903 3.303 0.300 0.004
C 4.692 -3.347 -0.886 -0.016
C -1.026 2.149 -1.579 0.007
C -2.927 -4.092 3.205 0.028
C -3.090 -2.717 3.325 -0.004
C -3.753 2.684 -0.151 0.001
C 5.479 -2.251 1.060 -0.026
C -0.888 3.525 -1.757 0.017
C -2.749 2.991 2.028 0.027
C -4.985 3.758 1.607 -0.001
C -2.148 -3.411 -3.049 0.002
C -1.054 -3.351 -3.900 0.000
C 0.182 -2.141 -2.244 -0.006
C -2.473 -1.867 2.427 0.006
C -2.123 -4.617 2.199 -0.009
C -0.890 1.827 -3.952 -0.006
C -0.985 1.297 -2.678 0.025
C 5.592 -3.329 0.166 0.085
C 2.439 3.265 0.415 0.005
C -1.502 -3.774 1.298 0.027
C -3.903 3.625 2.462 0.003
C 0.115 -2.725 -3.498 0.009
C -0.918 -2.186 -1.398 0.000
C -2.089 -2.830 -1.796 0.004
C 3.732 -1.412 -0.166 0.012
C -0.797 3.200 -4.131 0.025
C -2.684 2.510 0.727 0.046
H -2.933 -2.891 -1.123 0.003
H -2.580 -0.795 2.520 0.003
H -1.966 -5.684 2.130 0.000
H -5.895 4.217 1.956 0.000
H -0.890 1.167 -4.806 0.000
H 7.275 -2.728 2.093 -0.001
H -1.913 2.864 2.700 0.007
H -3.410 -4.756 3.906 0.001
H -0.683 5.118 -3.169 0.000
H -0.875 -4.169 0.510 0.002
H 3.287 4.871 -0.811 0.001
H -3.056 -3.904 -3.361 0.001
H -3.678 -2.310 4.134 0.000
H -5.731 3.434 -0.380 0.001
H 0.967 -2.683 -4.158 0.000
H -2.975 -0.150 -0.151 0.007
H -1.045 0.230 -2.534 0.007
H 4.237 3.811 1.261 0.000
H -3.684 2.326 -1.169 0.003
H 6.336 -4.098 0.290 0.003
H -1.120 -3.784 -4.886 0.000
H 4.690 -4.132 -1.633 -0.001
H -0.886 4.173 -0.893 0.001
H 3.165 2.867 2.248 -0.001
H 1.096 -1.658 -1.917 0.020
H -0.726 3.608 -5.127 0.001
H -3.953 4.019 3.466 0.000
H 1.799 4.096 -1.450 -0.001
H 6.652 -1.086 2.400 -0.001
H 5.870 -2.469 3.129 -0.002
```



Record 2
Computed, not measured: a molecular structure, C32H30N10O2S2Sr, with ωB97M-V/def2-TZVPD.

LUMO level = 4.1 eV
HOMO level = -1.97 eV
total charge = -2
gap between HOMO and LUMO = 6.068 eV

```
77
Properties=species:S:1:pos:R:3:mulliken_charge:R:1
Sr -0.008 0.303 0.434 1.602
S 2.383 1.111 2.463 -0.429
S -3.576 0.086 -4.926 -0.542
O 1.130 -1.810 1.791 -0.288
O -1.832 -0.773 1.573 -0.167
N 1.721 -3.846 1.017 0.172
N -4.517 1.900 -0.380 -0.016
N 3.613 -0.860 3.759 -0.523
N -1.452 -0.549 -3.192 -0.779
N 1.887 1.215 -1.162 0.489
N 0.126 2.982 0.489 1.043
N -2.434 1.226 -0.360 0.818
N 1.386 -0.336 4.443 -0.388
N 0.326 -2.669 -2.600 -0.263
N 0.738 -2.204 -0.402 0.303
C 1.307 4.994 4.142 -0.685
C 0.487 6.999 3.110 -0.551
C -5.718 -0.488 2.934 -0.899
C -4.813 -1.388 3.506 -0.335
C 2.241 -4.145 2.343 -0.849
C 3.028 3.083 -1.813 -0.951
C 0.765 -3.062 -1.407 0.653
C 1.082 3.391 -0.266 -0.648
C -5.280 0.305 1.890 -0.602
C 2.541 -2.140 5.472 -0.587
C 0.689 4.227 3.166 -0.054
C -3.032 -0.658 1.977 -0.272
C 1.758 -4.720 -0.011 -0.101
C 3.618 -1.829 4.655 -0.426
C 0.165 -1.554 6.111 -1.210
C -0.039 4.841 2.148 0.518
C 1.420 -1.326 5.312 0.999
C 2.878 0.866 -1.988 -0.634
C 2.471 -0.114 3.648 0.183
C 1.178 -2.560 0.833 -0.148
C -0.723 4.004 1.089 -1.511
C -3.523 -1.473 3.044 -0.822
C -0.126 6.229 2.127 -0.331
C 1.289 -4.395 -1.232 -1.098
C -2.334 -0.285 -3.910 0.143
C 1.968 2.579 -1.038 -0.031
C -2.606 2.125 -1.383 -0.890
C 1.205 6.381 4.123 -0.327
C -3.603 1.095 0.246 -0.194
C -3.893 2.550 -1.420 -0.992
C 3.620 1.978 -2.422 -0.852
C -3.978 0.250 1.385 0.801
H -4.418 3.198 -2.097 0.453
H -0.560 -2.102 5.504 0.137
H 1.695 6.975 4.885 0.345
H 0.817 3.149 3.167 0.311
H 1.466 -3.983 3.090 0.228
H -5.132 -2.025 4.326 0.375
H 4.541 -2.406 4.726 0.405
H 0.361 -2.126 7.020 0.398
H -1.580 3.492 1.535 0.249
H -0.231 -1.803 -2.716 0.340
H 2.575 -2.948 6.191 0.336
H 1.886 4.497 4.911 0.395
H -1.132 4.670 0.318 0.371
H 3.069 -3.478 2.581 0.241
H 0.236 -3.356 -3.326 0.223
H -6.000 0.996 1.462 0.190
H -1.796 2.371 -2.050 0.507
H 1.311 -5.105 -2.046 0.339
H 0.413 8.080 3.074 0.345
H 3.028 -0.172 -2.254 0.446
H 2.573 -5.183 2.364 0.334
H 2.179 -5.693 0.210 0.312
H -5.494 1.942 -0.168 0.165
H -2.811 -2.160 3.486 0.313
H -0.287 -0.596 6.366 0.309
H -6.736 -0.411 3.294 0.350
H -0.676 6.713 1.327 0.327
H 1.264 4.470 -0.378 0.132
H 3.315 4.122 -1.897 0.426
H 4.472 1.966 -3.086 0.368
```



Record 3
Computed, not measured: 2 unconnected molecules or ions with the total composition C32H30NO5S, with ωB97M-V/def2-TZVPD.

LUMO level = 1.8 eV
HOMO level = -3.23 eV
total charge = -1
gap between HOMO and LUMO = 4.986 eV

```
69
Properties=species:S:1:pos:R:3:mulliken_charge:R:1
S 2.439 2.082 2.603 0.475
O -1.090 0.500 3.793 -0.434
O 1.196 -0.895 -2.392 -0.736
O -0.058 0.563 1.743 -0.490
O 2.842 3.421 -1.553 -0.684
O 2.928 3.015 3.682 -0.786
N -4.442 -1.133 -1.289 0.075
C -3.104 -3.175 -0.794 -0.999
C -0.927 1.175 -1.491 0.555
C -1.970 -2.265 -0.302 -0.508
C -3.305 0.936 -1.910 0.916
C 0.303 1.941 -1.581 -0.467
C -5.546 0.368 -2.932 -0.790
C -2.062 -0.877 -0.863 0.173
C -3.275 -0.566 3.904 -1.382
C 4.703 -1.320 2.470 -0.531
C 1.058 1.474 3.534 -1.058
C 5.362 -1.299 3.682 -0.378
C -2.234 0.145 3.057 0.655
C 2.746 2.260 -1.893 -0.524
C -0.046 0.819 2.944 0.782
C 5.132 1.729 -2.717 -0.471
C 1.533 1.440 -1.858 0.352
C 5.418 -0.486 -3.611 -0.480
C 5.929 0.768 -3.310 -0.488
C -2.150 1.686 -1.946 -1.137
C 5.165 -0.250 4.557 -0.510
C -0.926 -0.110 -0.943 -0.721
C 3.312 0.149 -2.716 -0.337
C 3.628 0.739 3.014 0.118
C -4.572 1.479 -2.511 -1.050
C 3.818 1.415 -2.435 0.233
C -4.456 -2.477 -0.674 -0.597
C -5.737 -0.638 -1.800 -0.684
C 1.899 0.092 -2.322 1.065
C 4.299 0.768 4.218 -0.383
C 3.835 -0.304 2.135 -0.335
C 4.110 -0.811 -3.310 -0.418
C -3.283 -0.363 -1.350 0.357
H 5.509 2.710 -2.483 0.502
H -1.901 -0.476 2.217 -0.345
H 4.130 1.598 4.885 0.452
H 0.000 -0.494 -0.550 0.534
H -2.611 1.077 2.619 0.220
H -5.244 -3.075 -1.141 0.409
H -6.345 -1.487 -2.129 0.420
H 3.701 -1.777 -3.545 0.507
H 5.667 -0.240 5.510 0.353
H 1.046 1.638 4.589 0.362
H -2.928 -3.434 -1.845 0.309
H -1.975 -2.212 0.793 0.212
H -5.048 2.139 -1.778 0.304
H -2.172 2.677 -2.364 0.526
H -3.397 -0.071 4.868 0.374
H -4.320 2.110 -3.373 0.393
H -6.511 0.784 -3.251 0.384
H -3.104 -4.127 -0.246 0.405
H -5.144 -0.151 -3.810 0.289
H -4.246 -0.584 3.415 0.373
H 6.049 -1.213 -4.096 0.404
H -2.988 -1.597 4.103 0.323
H 4.843 -2.143 1.792 0.386
H -0.994 -2.688 -0.573 0.408
H 0.247 3.010 -1.445 0.456
H 3.300 -0.320 1.200 0.426
H -4.737 -2.364 0.377 0.229
H 6.952 1.003 -3.551 0.399
H -6.277 -0.180 -0.966 0.266
H 6.022 -2.109 3.947 0.347
```



Record 4
Computed, not measured: 2 unconnected molecules or ions with the total composition C32H30NO7S2, with ωB97M-V/def2-TZVPD.

LUMO level = 1.6 eV
HOMO level = -2.80 eV
total charge = -1
gap between HOMO and LUMO = 4.359 eV

```
72
Properties=species:S:1:pos:R:3:mulliken_charge:R:1
S 1.468 -2.334 1.494 1.386
S 2.368 0.541 1.934 1.196
O 0.735 2.970 -1.652 -0.692
O 3.479 -0.225 2.457 -0.634
O 2.602 1.618 0.998 -0.655
O -4.504 -3.074 -0.492 -0.451
O 1.232 -2.566 2.909 -0.689
O 2.186 1.705 -2.885 -0.326
O 0.773 -3.110 0.491 -0.659
N -1.255 1.676 -3.190 -0.183
C -2.711 -2.511 1.083 -0.848
C -4.763 -4.291 0.243 -0.871
C 3.944 -3.349 2.188 -0.262
C 0.508 3.147 4.440 -0.646
C -5.002 3.647 -2.894 -0.378
C 3.216 -2.657 1.223 0.020
C -6.074 1.526 -3.419 -0.551
C 4.568 1.855 -2.784 -1.317
C 1.056 2.552 3.302 -0.218
C -1.566 -1.763 1.304 -0.244
C 0.515 2.465 5.661 -0.366
C 5.912 -3.138 0.794 -0.423
C 5.154 -2.485 -0.186 -0.644
C -3.748 3.074 -3.117 -0.631
C -2.342 1.116 -3.653 -0.745
C 1.603 1.269 3.388 0.140
C 3.281 2.432 -2.248 0.362
C -3.490 -2.271 -0.077 0.920
C -6.166 2.872 -3.027 -0.417
C 1.607 0.578 4.603 -0.250
C 0.153 -0.126 0.424 -0.312
C -3.647 1.725 -3.512 0.931
C -1.130 -0.779 0.378 -0.036
C 0.960 2.056 -2.426 0.502
C 5.304 -3.580 1.972 -0.588
C -3.177 -1.158 -0.894 -0.441
C 1.065 1.181 5.741 -0.656
C -2.048 -0.421 -0.631 -0.442
C 3.793 -2.258 0.020 -0.330
C -4.831 0.962 -3.686 -0.448
C 1.194 -0.583 1.197 -0.542
C -0.084 1.164 -2.968 -0.348
H 6.979 -3.301 0.635 0.360
H 0.264 0.243 -3.453 0.294
H 0.278 0.844 -0.055 0.763
H 2.034 -0.422 4.651 0.369
H -5.096 -4.068 1.266 0.320
H 1.080 0.641 6.688 0.375
H 3.448 -3.673 3.103 0.402
H 5.402 2.203 -2.169 0.395
H 1.074 3.074 2.347 0.454
H 3.176 -1.762 -0.729 0.479
H -1.028 -1.936 2.236 0.397
H -1.810 0.447 -1.235 0.457
H -4.740 -0.077 -4.011 0.328
H -5.564 -4.770 -0.320 0.252
H -2.304 0.122 -4.127 0.271
H -3.828 -0.932 -1.735 0.499
H 5.613 -2.148 -1.116 0.381
H 4.553 0.759 -2.772 0.253
H 4.739 2.195 -3.812 0.352
H 3.228 2.303 -1.156 -0.050
H -6.979 0.919 -3.514 0.337
H 3.193 3.499 -2.501 0.259
H -5.073 4.698 -2.610 0.354
H -3.874 -4.938 0.270 0.358
H 5.879 -4.101 2.739 0.357
H -2.828 3.645 -2.989 0.390
H 0.091 2.933 6.551 0.356
H -2.978 -3.312 1.778 0.317
H -7.145 3.313 -2.827 0.325
H 0.082 4.147 4.363 0.383
```